{
  "formula": "C10H16BF3O3",
  "method": "ωB97M-V with the def2-TZVPD basis set",
  "largest_force_ev_per_a": 1.53,
  "smiles": "C=CCBCCC(F)=C(F)F.COC(=O)OC",
  "e_above_lowest_ev": 0.0000,
  "spin_multiplicity": 1,
  "gap_ev": 9.326,
  "lumo_energy_ha": 0.01724,
  "symbols": ["C", "C", "C", "B", "C", "C", "C", "F", "C", "F", "F", "H", "H", "H", "H", "H", "H", "H", "H", "H", "H", "C", "O", "C", "O", "O", "C", "H", "H", "H", "H", "H", "H"],
  "xyz": [[-3.253, 4.078, 1.404], [-2.594, 3.722, 0.302], [-2.834, 2.400, -0.374], [-1.589, 1.484, -0.693], [-0.103, 1.963, -0.969], [0.610, 2.703, 0.193], [0.376, 2.135, 1.552], [-0.423, 2.803, 2.421], [0.971, 1.028, 2.043], [1.019, -0.143, 1.423], [1.551, 1.011, 3.240], [-3.785, 3.356, 2.007], [-3.272, 5.095, 1.763], [-1.903, 4.452, -0.098], [-3.412, 2.555, -1.289], [-3.480, 1.825, 0.291], [-1.800, 0.309, -0.785], [0.498, 1.083, -1.196], [-0.095, 2.561, -1.884], [0.238, 3.724, 0.211], [1.671, 2.780, -0.014], [1.480, -5.834, -2.450], [1.871, -5.539, -1.109], [1.803, -4.247, -0.792], [1.453, -3.360, -1.524], [2.189, -4.109, 0.473], [2.163, -2.761, 0.949], [1.581, -6.909, -2.574], [0.444, -5.550, -2.621], [2.131, -5.329, -3.161], [1.155, -2.363, 0.910], [2.841, -2.138, 0.368], [2.498, -2.784, 1.982]],
  "forces_ev_per_angstrom": [[0.3, 0.0, -0.2], [-0.7, 0.3, 0.4], [1.1, -0.2, 0.8], [-0.1, 0.2, -0.3], [0.0, -0.5, 0.3], [-1.3, 0.1, -0.8], [0.1, -1.3, 0.0], [1.1, 0.9, 0.2], [-0.4, 1.0, 0.2], [1.2, 0.5, -0.2], [-1.0, -0.9, 0.2], [-0.5, -0.1, -0.2], [0.5, 0.1, 0.2], [-0.2, 0.1, -0.6], [0.0, -0.1, -0.2], [-0.3, -0.1, -0.1], [-0.1, 0.0, 0.0], [0.0, -0.1, -0.1], [0.0, 0.3, 0.0], [-0.1, 0.1, 0.3], [0.2, -0.1, 0.1], [0.0, -0.2, -0.2], [0.0, -0.1, 0.0], [0.0, -0.1, 0.1], [0.0, 0.1, -0.1], [0.1, 0.0, 0.1], [0.1, 0.1, 0.2], [0.0, 0.0, 0.1], [0.0, 0.1, 0.0], [-0.1, 0.1, 0.0], [0.0, 0.0, -0.1], [-0.1, 0.0, -0.1], [0.0, -0.2, 0.0]]
}

{
  "formula": "C27H50O6",
  "method": "ωB97M-V with the def2-TZVPD basis set",
  "largest_force_ev_per_a": 0.77,
  "smiles": "CCCCCCCC(=O)OCC(COC(=O)CCCCCCC)OC(=O)CCCCCCC",
  "e_above_lowest_ev": 0.2705,
  "spin_multiplicity": 1,
  "gap_ev": 11.002,
  "lumo_energy_ha": 0.03027,
  "symbols": ["C", "C", "C", "C", "C", "C", "C", "C", "O", "O", "C", "C", "C", "O", "C", "O", "C", "C", "C", "C", "C", "C", "C", "O", "C", "O", "C", "C", "C", "C", "C", "C", "C", "H", "H", "H", "H", "H", "H", "H", "H", "H", "H", "H", "H", "H", "H", "H", "H", "H", "H", "H", "H", "H", "H", "H", "H", "H", "H", "H", "H", "H", "H", "H", "H", "H", "H", "H", "H", "H", "H", "H", "H", "H", "H", "H", "H", "H", "H", "H", "H", "H", "H"],
  "xyz": [[-5.690, -0.527, -2.945], [-5.603, 0.527, -1.848], [-4.271, 1.272, -1.881], [-4.184, 2.341, -0.795], [-2.818, 3.024, -0.788], [-2.752, 4.145, 0.246], [-1.370, 4.812, 0.294], [-0.379, 3.912, 0.984], [-0.415, 3.604, 2.146], [0.572, 3.488, 0.135], [1.589, 2.647, 0.650], [1.267, 1.164, 0.440], [0.186, 0.655, 1.401], [-0.064, -0.725, 1.182], [-0.816, -1.035, 0.112], [-1.318, -0.204, -0.599], [-0.980, -2.525, -0.016], [-2.327, -2.960, 0.582], [-3.503, -2.495, -0.273], [-4.867, -2.847, 0.321], [-5.205, -2.033, 1.569], [-6.630, -2.272, 2.071], [-7.696, -1.649, 1.177], [2.474, 0.440, 0.674], [2.704, -0.656, -0.068], [1.979, -1.043, -0.943], [4.012, -1.292, 0.329], [5.181, -0.459, -0.209], [6.526, -1.074, 0.167], [7.696, -0.244, -0.357], [9.044, -0.853, 0.019], [10.215, -0.022, -0.500], [11.557, -0.635, -0.120], [-5.608, -0.064, -3.926], [-4.884, -1.249, -2.839], [-6.639, -1.057, -2.895], [-6.422, 1.242, -1.967], [-5.724, 0.046, -0.876], [-4.146, 1.743, -2.859], [-3.450, 0.566, -1.749], [-4.966, 3.088, -0.951], [-4.359, 1.880, 0.181], [-2.619, 3.439, -1.779], [-2.051, 2.275, -0.587], [-2.985, 3.753, 1.239], [-3.499, 4.903, 0.002], [-1.017, 5.035, -0.712], [-1.436, 5.734, 0.874], [1.729, 2.848, 1.718], [2.500, 2.893, 0.100], [0.940, 0.991, -0.595], [0.526, 0.742, 2.434], [-0.736, 1.225, 1.257], [-0.941, -2.787, -1.074], [-0.159, -3.008, 0.512], [-2.339, -4.050, 0.655], [-2.409, -2.556, 1.592], [-3.417, -2.961, -1.258], [-3.442, -1.416, -0.413], [-4.897, -3.912, 0.565], [-5.625, -2.660, -0.441], [-4.509, -2.293, 2.369], [-5.075, -0.970, 1.352], [-6.724, -1.846, 3.073], [-6.806, -3.348, 2.153], [-7.534, -0.578, 1.082], [-7.681, -2.088, 0.182], [-8.685, -1.809, 1.601], [4.067, -1.339, 1.417], [4.047, -2.300, -0.085], [5.102, -0.391, -1.296], [5.114, 0.551, 0.199], [6.597, -1.151, 1.254], [6.590, -2.085, -0.242], [7.625, -0.166, -1.444], [7.631, 0.768, 0.050], [9.111, -1.863, -0.390], [9.113, -0.932, 1.107], [10.147, 0.057, -1.587], [10.149, 0.989, -0.090], [11.651, -1.636, -0.535], [12.377, -0.029, -0.498], [11.652, -0.704, 0.962]],
  "forces_ev_per_angstrom": [[-0.1, 0.1, 0.2], [0.3, 0.0, -0.3], [-0.4, 0.1, 0.3], [0.4, -0.1, -0.3], [-0.3, 0.1, 0.3], [0.2, 0.0, -0.2], [-0.2, -0.1, 0.1], [-0.1, 0.3, 0.0], [-0.1, -0.1, 0.1], [0.0, -0.1, -0.4], [0.4, -0.5, 0.4], [-0.7, 0.1, -0.2], [0.1, 0.5, -0.3], [0.1, -0.3, 0.2], [0.1, -0.3, -0.1], [-0.1, 0.2, -0.1], [0.0, 0.0, 0.1], [0.0, 0.2, -0.2], [-0.2, -0.2, 0.2], [0.2, 0.3, 0.0], [-0.2, -0.3, 0.0], [0.1, 0.2, 0.0], [0.1, -0.2, 0.2], [0.1, 0.3, 0.3], [0.2, -0.4, 0.0], [-0.1, 0.0, -0.1], [0.0, 0.2, -0.2], [0.1, -0.3, 0.2], [-0.1, 0.4, -0.3], [0.1, -0.4, 0.3], [0.0, 0.4, -0.3], [0.0, -0.3, 0.2], [-0.1, 0.2, -0.1], [0.0, 0.0, -0.1], [0.1, -0.1, 0.0], [-0.1, -0.1, -0.1], [0.0, 0.0, 0.1], [-0.1, 0.0, 0.1], [0.1, 0.0, -0.1], [0.1, 0.0, -0.1], [-0.1, 0.0, 0.1], [-0.1, 0.0, 0.1], [0.1, 0.0, -0.1], [0.1, -0.1, -0.1], [-0.1, 0.0, 0.0], [0.0, 0.0, 0.1], [0.0, 0.1, 0.0], [0.1, 0.0, 0.0], [0.1, 0.0, -0.2], [-0.1, 0.0, 0.1], [0.1, 0.1, 0.2], [-0.1, 0.0, -0.1], [0.2, 0.0, 0.1], [0.1, 0.0, 0.0], [0.0, 0.0, -0.1], [0.0, 0.0, 0.1], [0.0, -0.1, 0.1], [0.1, 0.1, -0.1], [0.0, 0.1, -0.1], [-0.1, -0.1, 0.0], [-0.1, -0.1, 0.0], [0.1, 0.1, 0.0], [0.1, 0.1, 0.0], [0.0, -0.1, 0.0], [0.0, 0.0, 0.1], [0.0, 0.1, 0.0], [-0.1, 0.0, -0.1], [-0.1, 0.0, 0.0], [0.0, 0.0, 0.0], [-0.1, 0.0, 0.0], [0.0, 0.1, 0.0], [0.0, 0.0, -0.1], [0.0, -0.1, 0.1], [0.0, -0.1, 0.0], [0.0, 0.1, -0.1], [0.0, 0.1, 0.0], [0.0, -0.1, 0.0], [0.0, -0.1, 0.1], [0.0, 0.1, 0.0], [0.0, 0.1, -0.1], [0.1, -0.1, 0.0], [0.1, 0.0, 0.0], [0.1, 0.0, 0.1]]
}

{
  "formula": "C22H26BFeN7O3S",
  "method": "ωB97M-V with the def2-TZVPD basis set",
  "largest_force_ev_per_a": 0.09,
  "s_squared": 8.76,
  "e_above_lowest_ev": 0.0000,
  "spin_multiplicity": 6,
  "gap_ev": [9.067, 7.125],
  "lumo_energy_ha": [-0.10923, -0.17875],
  "charge": 1,
  "symbols": ["Fe", "C", "C", "C", "C", "C", "N", "N", "B", "N", "N", "C", "C", "C", "C", "C", "N", "N", "C", "C", "C", "C", "C", "H", "H", "H", "H", "H", "H", "H", "H", "H", "H", "H", "H", "H", "H", "H", "H", "H", "H", "H", "H", "H", "H", "O", "S", "O", "N", "C", "O", "C", "C", "C", "C", "C", "C", "H", "H", "H", "H"],
  "xyz": [[-0.320, -0.383, 0.178], [1.361, 1.699, 2.538], [1.900, 1.534, 1.160], [3.025, 2.088, 0.570], [3.055, 1.612, -0.738], [4.045, 1.893, -1.815], [2.002, 0.806, -0.910], [1.285, 0.756, 0.251], [1.529, -0.018, -2.140], [0.097, 0.431, -2.513], [-0.933, 0.242, -1.632], [-2.066, 0.646, -2.228], [-3.399, 0.562, -1.571], [-1.757, 1.108, -3.502], [-0.386, 0.959, -3.648], [0.475, 1.293, -4.816], [1.470, -1.511, -1.734], [0.667, -1.923, -0.704], [0.792, -3.254, -0.597], [0.041, -4.064, 0.402], [1.688, -3.699, -1.563], [2.095, -2.574, -2.262], [3.045, -2.472, -3.405], [2.093, 2.196, 3.168], [0.452, 2.302, 2.524], [1.135, 0.728, 2.984], [3.733, 2.756, 1.028], [4.810, 2.570, -1.441], [4.530, 0.978, -2.153], [3.567, 2.357, -2.677], [2.273, 0.142, -3.052], [-3.365, -0.014, -0.650], [-3.772, 1.555, -1.324], [-4.114, 0.093, -2.247], [-2.444, 1.496, -4.234], [-0.134, 1.721, -5.608], [1.243, 2.017, -4.544], [0.974, 0.406, -5.206], [-0.548, -3.441, 1.068], [-0.624, -4.761, -0.109], [0.733, -4.653, 1.004], [2.003, -4.714, -1.737], [3.422, -3.461, -3.655], [2.558, -2.056, -4.286], [3.893, -1.833, -3.158], [-3.913, 1.832, 1.377], [-2.648, 1.791, 2.034], [-1.836, 2.966, 2.093], [-1.731, 0.532, 1.419], [-1.476, -0.390, 2.342], [-0.702, -1.331, 1.987], [-2.083, -0.157, 3.655], [-2.020, -0.931, 4.800], [-2.686, -0.466, 5.927], [-3.386, 0.737, 5.899], [-3.446, 1.517, 4.747], [-2.782, 1.042, 3.639], [-1.473, -1.863, 4.809], [-2.662, -1.046, 6.840], [-3.895, 1.074, 6.792], [-3.989, 2.451, 4.727]],
  "forces_ev_per_angstrom": [[0.0, 0.0, 0.0], [0.0, 0.0, 0.0], [0.0, 0.0, 0.0], [0.0, 0.0, 0.0], [0.0, 0.0, 0.0], [0.0, 0.0, 0.0], [0.0, 0.0, 0.0], [0.0, 0.0, 0.0], [0.0, 0.0, 0.0], [0.0, 0.0, 0.0], [0.0, 0.0, 0.0], [0.0, 0.0, 0.0], [0.0, 0.0, 0.0], [0.0, 0.0, 0.0], [0.0, 0.0, 0.0], [0.0, 0.0, 0.0], [0.0, 0.0, 0.0], [0.0, 0.0, 0.0], [0.0, 0.0, 0.0], [0.0, 0.0, 0.0], [0.0, 0.0, 0.0], [0.0, 0.0, 0.0], [0.0, 0.0, 0.0], [0.0, 0.0, 0.0], [0.0, 0.0, 0.0], [0.0, 0.0, 0.0], [0.0, 0.0, 0.0], [0.0, 0.0, 0.0], [0.0, 0.0, 0.0], [0.0, 0.0, 0.0], [0.0, 0.0, 0.0], [0.0, 0.0, 0.0], [0.0, 0.0, 0.0], [0.0, 0.0, 0.0], [0.0, 0.0, 0.0], [0.0, 0.0, 0.0], [0.0, 0.0, 0.0], [0.0, 0.0, 0.0], [0.0, 0.0, 0.0], [0.0, 0.0, 0.0], [0.0, 0.0, 0.0], [0.0, 0.0, 0.0], [0.0, 0.0, 0.0], [0.0, 0.0, 0.0], [0.0, 0.0, 0.0], [0.0, 0.0, 0.0], [0.0, 0.0, 0.0], [0.0, 0.0, 0.0], [0.0, 0.0, 0.1], [0.0, 0.1, -0.1], [0.0, 0.0, 0.0], [0.0, 0.0, 0.0], [0.0, 0.0, 0.0], [0.0, 0.0, 0.0], [0.0, 0.0, 0.0], [0.0, 0.0, 0.0], [0.0, 0.0, 0.0], [0.0, 0.0, 0.0], [0.0, 0.0, 0.0], [0.0, 0.0, 0.0], [0.0, 0.0, 0.0]]
}

{
  "formula": "C34H55CoN4OP2S",
  "method": "ωB97M-V with the def2-TZVPD basis set",
  "largest_force_ev_per_a": 5.91,
  "s_squared": 3.88,
  "e_above_lowest_ev": 0.0000,
  "spin_multiplicity": 4,
  "gap_ev": [5.676, 4.981],
  "lumo_energy_ha": [-0.08200, -0.12339],
  "charge": 1,
  "symbols": ["C", "C", "C", "C", "C", "H", "H", "H", "N", "P", "P", "C", "H", "H", "C", "H", "C", "C", "C", "C", "C", "H", "H", "H", "C", "H", "H", "H", "C", "H", "H", "H", "C", "H", "H", "H", "C", "H", "H", "H", "C", "H", "H", "H", "C", "H", "H", "H", "C", "H", "H", "H", "C", "H", "H", "H", "C", "H", "H", "H", "C", "H", "H", "H", "C", "H", "H", "H", "Co", "C", "O", "N", "C", "C", "C", "C", "C", "H", "C", "H", "C", "H", "H", "H", "C", "N", "C", "S", "N", "C", "H", "H", "H", "H", "H", "H", "H", "H"],
  "xyz": [[2.438, -0.849, -1.994], [0.578, 0.071, -3.157], [3.149, -1.002, -3.181], [1.350, 0.083, -4.348], [2.606, -0.489, -4.367], [4.125, -1.481, -3.152], [0.896, 0.515, -5.240], [3.177, -0.545, -5.291], [1.188, -0.346, -1.986], [2.388, -0.009, 0.637], [-1.763, -0.025, -1.672], [3.019, -1.210, -0.628], [2.693, -2.220, -0.337], [4.114, -1.228, -0.664], [-0.786, 0.427, -3.074], [-1.216, 0.949, -3.928], [-2.606, -1.718, -2.132], [-3.152, 1.305, -1.643], [2.730, -0.746, 2.362], [3.556, 1.477, 0.305], [-3.139, -2.353, -0.838], [-3.980, -1.789, -0.417], [-3.496, -3.370, -1.062], [-2.366, -2.433, -0.069], [-3.752, -1.570, -3.138], [-4.617, -1.031, -2.740], [-3.417, -1.095, -4.068], [-4.110, -2.576, -3.407], [-1.570, -2.629, -2.792], [-2.022, -3.621, -2.955], [-1.247, -2.239, -3.765], [-0.687, -2.778, -2.169], [-4.255, 0.846, -0.672], [-3.827, 0.500, 0.281], [-4.913, 1.702, -0.452], [-4.886, 0.050, -1.087], [-2.557, 2.620, -1.127], [-2.203, 2.535, -0.094], [-1.726, 2.964, -1.754], [-3.343, 3.391, -1.149], [-3.717, 1.613, -3.037], [-4.204, 0.765, -3.522], [-4.480, 2.399, -2.927], [-2.941, 1.996, -3.707], [3.366, 2.525, 1.410], [3.940, 3.423, 1.132], [2.311, 2.826, 1.477], [3.725, 2.194, 2.391], [3.163, 2.142, -1.021], [3.277, 1.464, -1.876], [2.133, 2.517, -0.983], [3.834, 3.000, -1.182], [5.039, 1.085, 0.202], [5.622, 2.008, 0.057], [5.432, 0.603, 1.100], [5.242, 0.435, -0.658], [2.106, -2.143, 2.477], [2.487, -2.839, 1.718], [2.362, -2.556, 3.466], [1.014, -2.107, 2.407], [2.086, 0.141, 3.444], [1.000, 0.218, 3.302], [2.270, -0.325, 4.426], [2.504, 1.153, 3.478], [4.238, -0.867, 2.624], [4.762, -1.383, 1.809], [4.711, 0.104, 2.814], [4.388, -1.471, 3.533], [0.226, -0.173, -0.314], [0.029, 1.485, 0.619], [0.305, 2.648, 0.338], [-0.013, -1.913, 0.148], [0.111, -3.085, 0.040], [0.196, -4.486, -0.006], [0.020, -5.242, 1.174], [0.457, -5.157, -1.226], [0.084, -6.632, 1.126], [-0.165, -4.712, 2.111], [0.480, -6.548, -1.264], [0.640, -4.565, -2.125], [0.301, -7.292, -0.091], [-0.041, -7.208, 2.044], [0.641, -7.055, -2.217], [0.336, -8.382, -0.126], [-3.511, 3.599, 3.885], [-2.923, 2.871, 2.750], [-1.614, 2.593, 2.624], [-1.147, 0.997, 1.953], [-0.661, 3.443, 3.016], [-0.835, 4.896, 3.083], [-2.738, 4.147, 4.425], [-3.996, 2.883, 4.561], [-4.263, 4.301, 3.512], [-3.527, 2.163, 2.333], [0.288, 3.109, 2.859], [-0.811, 5.230, 4.125], [-0.013, 5.382, 2.546], [-1.783, 5.194, 2.630]],
  "forces_ev_per_angstrom": [[0.3, -0.3, -0.3], [-0.1, -0.1, 0.6], [-0.1, 0.0, 0.7], [0.1, 0.0, -0.3], [-0.5, 0.2, -0.2], [-0.1, 0.2, -0.1], [0.2, -0.2, 0.1], [-0.1, 0.0, 0.1], [-0.2, 0.0, -0.3], [0.9, -0.2, 0.1], [-0.9, -0.1, 0.1], [0.3, -0.2, -0.1], [0.0, 0.3, -0.1], [-0.2, -0.1, -0.1], [0.6, 0.1, -1.0], [0.1, -0.2, 0.1], [-0.2, 0.6, -0.2], [0.3, -0.4, -0.3], [0.7, 0.2, -0.4], [0.0, -0.3, 0.3], [0.0, -0.1, 0.0], [0.2, -0.2, -0.1], [0.0, 0.2, 0.0], [-0.2, 0.1, -0.1], [-0.2, -0.3, -0.1], [0.2, -0.1, -0.1], [-0.1, -0.1, 0.2], [0.1, 0.2, 0.1], [0.2, -0.1, 0.0], [0.1, 0.2, 0.0], [-0.1, 0.0, 0.2], [-0.1, 0.2, -0.2], [-0.1, 0.2, 0.0], [-0.1, 0.0, -0.2], [0.1, -0.2, -0.1], [0.2, 0.2, 0.2], [0.1, 0.0, 0.2], [-0.1, 0.0, -0.3], [-0.1, -0.1, 0.2], [0.2, -0.2, 0.0], [-0.4, 0.0, 0.0], [0.1, 0.3, 0.1], [0.2, -0.1, -0.1], [-0.2, 0.0, 0.1], [0.1, 0.2, 0.1], [-0.1, -0.2, 0.1], [0.3, -0.1, 0.1], [0.0, 0.1, -0.3], [-0.3, 0.0, -0.2], [0.0, 0.2, 0.2], [0.3, -0.1, -0.1], [-0.1, -0.2, 0.0], [0.2, 0.2, 0.1], [-0.1, -0.2, 0.0], [-0.1, 0.2, -0.3], [-0.1, 0.2, 0.1], [-0.1, -0.1, 0.0], [-0.1, 0.1, 0.2], [0.0, 0.1, -0.3], [0.2, 0.0, 0.0], [-0.1, -0.1, 0.1], [0.3, -0.1, 0.1], [-0.1, 0.1, -0.3], [-0.1, -0.3, 0.0], [0.1, -0.3, 0.5], [-0.1, 0.2, 0.2], [-0.2, -0.3, -0.1], [0.0, 0.1, -0.1], [0.1, 1.5, 0.1], [0.2, 2.8, -3.0], [-0.6, -1.5, 1.7], [0.6, -5.9, -0.4], [-0.6, 3.9, 0.8], [0.2, -1.9, -0.2], [0.0, 0.2, -0.2], [-0.1, 0.3, 0.3], [0.0, 0.0, -0.1], [0.0, -0.3, -0.3], [0.0, 0.0, 0.2], [-0.1, -0.3, 0.2], [0.0, 0.4, 0.0], [0.0, 0.2, -0.3], [0.0, 0.2, 0.3], [0.0, 0.3, 0.0], [-0.2, 0.1, -0.2], [0.1, -0.3, 0.0], [0.3, -1.2, 0.6], [-1.2, 1.9, 1.9], [-0.4, -0.4, -0.8], [0.2, 0.2, 0.2], [-0.3, -0.2, -0.1], [0.2, 0.2, -0.1], [0.2, -0.1, 0.2], [0.3, 0.3, 0.2], [-0.4, 0.1, 0.0], [0.0, 0.0, -0.1], [-0.2, -0.2, 0.1], [0.2, -0.1, 0.0]]
}